(1)
{
  "formula": "C11H6Cl2NO3RuS5",
  "method": "the ωB97M-V functional and the def2-TZVPD basis",
  "species": ["Ru", "O", "C", "S", "C", "C", "S", "S", "S", "Cl", "C", "C", "C", "C", "N", "C", "H", "H", "H", "H", "S", "C", "Cl", "C", "C", "O", "O", "H", "H"],
  "positions_angstrom": [[0.0069, 0.4409, 0.6955], [5.1145, 4.8256, 0.1614], [4.2213, 4.0389, 0.0688], [2.5084, 4.5018, -0.0736], [1.8504, 2.8886, -0.1099], [2.7637, 1.8346, -0.0152], [2.3640, 0.1858, -0.0736], [4.4452, 2.2741, 0.1410], [0.1725, 2.7095, -0.3001], [-5.2069, 2.5714, 0.9834], [-4.2791, 1.2349, 0.4220], [-4.8951, 0.0812, -0.0345], [-4.0925, -0.9501, -0.4901], [-2.7172, -0.8055, -0.4530], [-2.1293, 0.3014, 0.0072], [-2.8957, 1.3123, 0.4252], [-5.9738, 0.0042, -0.0384], [-4.5292, -1.8634, -0.8684], [-2.0580, -1.5816, -0.8105], [-2.3966, 2.2070, 0.7737], [0.5949, 0.3389, 3.2125], [-0.2166, -0.8060, 2.3327], [2.0238, -4.5547, 0.5866], [0.3661, -4.1921, 1.1459], [0.1498, -2.7072, 1.0966], [0.1570, -2.1425, 2.2987], [-0.0064, -2.0750, 0.0719], [0.2695, -4.5655, 2.1590], [-0.3176, -4.6900, 0.4660]],
  "forces_ev_per_a": [[0.245, -0.421, 0.781], [0.000, -0.015, -0.115], [-0.017, -0.033, 0.232], [-0.035, -0.152, -0.055], [-0.338, 0.406, -0.024], [0.291, -0.510, 0.021], [0.082, 0.198, -0.005], [-0.099, -0.005, -0.086], [0.160, 0.253, -0.017], [-0.042, 0.069, 0.032], [0.091, -0.156, -0.093], [0.009, 0.080, 0.023], [0.020, 0.014, -0.016], [-0.052, 0.029, -0.123], [-0.196, 0.053, 0.224], [-0.132, -0.008, -0.023], [0.005, 0.002, 0.000], [0.013, 0.001, -0.012], [0.044, -0.053, 0.069], [0.017, -0.006, 0.037], [-0.288, -0.049, -0.464], [0.035, 0.712, -0.560], [-0.081, 0.038, 0.031], [0.281, -0.124, -0.002], [-0.063, 0.326, -0.152], [0.207, -0.476, 0.319], [-0.035, -0.187, -0.041], [-0.057, -0.014, -0.001], [-0.067, 0.029, 0.018]],
  "homo_energy_ev": [-7.13, -8.65],
  "spin_multiplicity": 6,
  "orbital_gap_ev": [6.8, 6.3],
  "lumo_energy_ev": [-0.36, -2.32],
  "largest_force_ha_per_bohr": 0.0179,
  "s_squared": 8.793
}


(2)
{
  "formula": "C4H11Cl3NO4Sr2",
  "method": "the ωB97M-V functional and the def2-TZVPD basis",
  "species": ["Sr", "Sr", "O", "H", "O", "H", "O", "H", "C", "O", "N", "C", "C", "H", "H", "H", "H", "H", "H", "H", "C", "Cl", "Cl", "Cl", "H"],
  "positions_angstrom": [[3.1652, 2.0595, -0.7275], [2.4721, 0.2646, 2.6980], [3.0469, 2.5462, 1.7740], [2.2433, 3.0930, 1.6750], [4.2462, -1.5971, 2.1054], [3.5904, -1.9981, 1.5024], [1.7313, 0.2958, 0.3100], [1.4391, -0.5883, 0.0142], [-3.5288, 1.4802, -0.1817], [-3.7302, 2.6226, 0.3095], [-2.3879, 0.8471, -0.0901], [-2.1920, -0.5756, -0.3841], [-1.2499, 1.3569, 0.6648], [-4.3615, 0.9338, -0.6511], [-2.8216, -0.7497, -1.2566], [-2.5228, -1.3361, 0.3232], [-1.1915, -0.8848, -0.6865], [-0.9476, 0.7279, 1.5020], [-0.4685, 1.5359, -0.0738], [-1.4847, 2.3204, 1.1172], [1.0160, -2.3455, -2.0195], [-0.7180, -2.4034, -2.5440], [2.0506, -3.3837, -3.0242], [1.1100, -2.8530, -0.2658], [1.4938, -1.3685, -2.0910]],
  "forces_ev_per_a": [[-0.724, -1.112, 2.227], [1.472, -0.755, -1.086], [-0.575, -0.327, -1.555], [0.460, -0.112, 0.550], [-2.044, 1.614, 0.117], [0.641, -0.158, 0.134], [0.754, 0.360, -0.538], [0.259, 0.689, 0.206], [-2.436, 3.484, 1.635], [0.534, -2.387, -1.317], [3.122, -2.474, 1.420], [-1.434, -0.147, -1.576], [-0.569, 1.618, -0.307], [0.292, -0.074, -0.214], [0.063, -0.336, -0.196], [-0.103, 0.530, 0.783], [0.008, 0.918, 0.264], [0.042, -0.489, -0.394], [0.435, -0.346, 0.464], [-0.322, 0.060, -0.187], [-0.105, -0.931, 0.219], [1.560, 0.001, -0.060], [-0.492, 0.178, 0.333], [-0.061, 0.159, -0.987], [-0.776, 0.039, 0.066]],
  "homo_energy_ev": -10.96,
  "total_charge": 1,
  "orbital_gap_ev": 5.8,
  "lumo_energy_ev": -5.18,
  "largest_force_ha_per_bohr": 0.0886
}


(3)
{
  "formula": "C15H17CdN5O10P2S",
  "method": "the ωB97M-V functional and the def2-TZVPD basis",
  "species": ["Cd", "N", "C", "S", "N", "N", "C", "C", "C", "C", "C", "C", "C", "O", "H", "H", "H", "H", "H", "H", "H", "O", "P", "O", "O", "O", "P", "O", "O", "O", "H", "H", "O", "C", "N", "C", "O", "C", "C", "C", "C", "N", "C", "H", "H", "H", "H", "H", "H", "H", "H"],
  "positions_angstrom": [[-0.0032, -1.1604, 0.5801], [0.6140, -4.7063, 3.3422], [0.0083, -3.7218, 2.5561], [0.3327, -3.8229, 0.8491], [-0.7247, -2.8721, 3.2064], [-1.2833, -1.8951, 2.4119], [-2.3204, -1.3191, 2.8700], [-3.0606, -0.2761, 2.1871], [-4.0206, 0.4025, 2.9441], [-4.7900, 1.4303, 2.4336], [-4.5973, 1.7874, 1.0959], [-3.6773, 1.1294, 0.3140], [-2.8644, 0.0694, 0.8101], [-2.0338, -0.5099, 0.0187], [1.4761, -5.0314, 2.9331], [0.7094, -4.4029, 4.3020], [-2.6925, -1.6316, 3.8513], [-4.1454, 0.1059, 3.9822], [-5.5136, 1.9453, 3.0533], [-5.1757, 2.5992, 0.6659], [-3.5142, 1.4154, -0.7184], [3.1702, 0.6981, 0.0118], [2.7915, 0.5422, 1.5819], [4.0142, 0.6228, 2.3982], [1.8442, -0.6271, 1.7334], [1.9006, 1.9113, 1.7979], [0.4990, 2.1971, 1.0604], [-0.5614, 1.5805, 2.1148], [0.2706, 3.6463, 0.8792], [0.4669, 1.2772, -0.1580], [2.3180, 0.8551, -0.4361], [-1.2617, 2.2200, 2.2791], [-0.4741, 2.2527, -2.5320], [0.7978, 2.5227, -3.0260], [1.0379, 1.8939, -4.3189], [1.6486, 0.7180, -4.6078], [1.9535, 0.4261, -5.7592], [1.9277, -0.2290, -3.4828], [3.1302, -0.9268, -3.4665], [3.3857, -1.8081, -2.4346], [2.4252, -1.9710, -1.4460], [1.2585, -1.3385, -1.4829], [1.0078, -0.4858, -2.4750], [-0.3550, 1.9808, -1.5889], [1.5695, 2.1993, -2.3246], [0.9209, 3.5981, -3.1895], [0.7931, 2.4196, -5.1431], [3.8481, -0.7572, -4.2590], [4.3229, -2.3430, -2.3707], [2.5848, -2.6119, -0.5858], [0.0412, 0.0017, -2.4580]],
  "forces_ev_per_a": [[0.056, -0.044, 0.213], [-0.096, 0.012, 0.025], [0.177, 0.103, 0.026], [-0.032, 0.038, -0.011], [-0.007, -0.185, 0.029], [0.143, -0.085, -0.127], [-0.049, -0.032, 0.099], [-0.105, 0.076, -0.007], [-0.018, 0.009, 0.012], [-0.008, -0.008, 0.049], [-0.001, 0.011, -0.051], [0.006, -0.003, -0.028], [0.064, 0.027, -0.110], [-0.119, 0.039, -0.023], [-0.022, 0.020, -0.002], [0.002, 0.001, -0.005], [0.018, -0.004, -0.006], [0.003, -0.003, -0.002], [0.000, -0.003, -0.002], [0.004, 0.002, -0.004], [0.000, 0.001, 0.000], [0.082, -0.044, 0.024], [-0.015, 0.076, -0.012], [-0.030, -0.016, -0.001], [0.044, 0.017, -0.063], [-0.069, -0.055, 0.011], [0.086, 0.001, 0.090], [0.130, 0.014, 0.064], [-0.008, -0.003, -0.023], [-0.025, 0.095, -0.172], [-0.059, 0.012, -0.034], [-0.071, -0.017, -0.041], [-0.011, -0.008, 0.120], [0.077, -0.033, -0.010], [-0.002, 0.052, 0.006], [-0.138, -0.062, -0.011], [0.055, 0.001, 0.003], [0.007, 0.042, 0.055], [0.020, -0.012, 0.004], [-0.004, 0.020, -0.015], [0.051, -0.008, 0.011], [-0.165, 0.022, 0.022], [0.030, -0.014, -0.088], [-0.017, -0.047, -0.032], [-0.021, -0.008, -0.004], [0.007, 0.001, 0.000], [0.016, -0.003, 0.007], [-0.002, -0.001, -0.002], [0.002, 0.001, 0.007], [-0.013, -0.002, -0.007], [0.028, 0.013, 0.014]],
  "homo_energy_ev": -2.09,
  "total_charge": -2,
  "orbital_gap_ev": 6.7,
  "lumo_energy_ev": 4.62,
  "largest_force_ha_per_bohr": 0.0044,
  "relative_energy_kcal_mol": 0.8
}


(4)
{
  "formula": "C13H15CeN7PS",
  "method": "the ωB97M-V functional and the def2-TZVPD basis",
  "species": ["Ce", "C", "N", "C", "C", "N", "C", "P", "C", "N", "C", "C", "N", "C", "C", "N", "C", "C", "N", "C", "H", "H", "H", "H", "H", "H", "H", "H", "H", "H", "H", "H", "H", "H", "H", "S", "C", "N"],
  "positions_angstrom": [[-2.0876, -1.0704, -0.9048], [1.2199, -0.3672, 3.6315], [0.0851, -0.8868, 2.8289], [-0.9064, -1.7024, 3.3982], [-1.7561, -2.0251, 2.4464], [-1.3754, -1.4137, 1.2579], [-0.2606, -0.7134, 1.5251], [0.8001, 0.2426, 0.3625], [-0.4369, 1.3842, -0.2431], [-1.7247, 1.1295, -0.4775], [-2.3284, 2.2993, -0.8316], [-1.3611, 3.2446, -0.8528], [-0.1907, 2.6720, -0.4361], [0.9688, 3.5976, -0.3640], [1.0189, -0.8605, -1.0885], [0.1359, -1.5776, -1.7581], [0.8103, -2.1421, -2.7943], [2.1535, -1.8245, -2.6694], [2.2670, -1.0259, -1.6129], [3.5885, -0.3181, -1.3950], [1.4405, -1.1010, 4.4218], [1.0015, 0.6121, 4.1168], [2.0886, -0.2763, 3.0623], [-0.8547, -2.0113, 4.4221], [-2.6248, -2.6501, 2.4977], [-3.4223, 2.3827, -1.0562], [-1.4355, 4.3086, -1.2184], [0.7796, 4.4517, 0.2466], [1.1613, 3.9039, -1.3829], [1.8331, 3.0860, 0.0115], [0.2662, -2.7935, -3.4929], [2.9546, -2.0617, -3.3844], [4.3989, -0.9806, -1.6526], [3.8364, 0.0613, -0.4174], [3.6534, 0.5051, -2.1512], [-6.5778, -2.2863, -1.7119], [-5.1829, -1.9499, -1.3479], [-3.9364, -1.8426, -0.9857]],
  "forces_ev_per_a": [[-0.012, -0.928, -0.053], [-1.195, 0.155, 1.431], [-0.948, -0.270, -0.014], [2.134, 0.883, 0.796], [-1.402, -0.313, -1.717], [0.126, 0.015, 0.330], [0.976, -0.268, 0.880], [0.624, -0.597, 0.378], [0.729, 0.063, 0.342], [-0.570, -0.243, 0.124], [-1.415, 0.363, -0.587], [-0.820, 2.015, -0.744], [-0.658, 1.933, -0.513], [0.506, -1.283, -0.577], [1.423, 0.973, 1.644], [-0.692, 0.190, -0.401], [0.076, -1.177, -0.508], [-1.011, -1.215, -2.307], [0.905, 1.185, 0.926], [-0.227, 0.763, -1.308], [-0.259, 0.258, -0.317], [-0.165, -0.751, -0.487], [1.275, 0.152, -1.199], [0.001, 0.024, 0.273], [-0.179, -0.120, 0.031], [1.356, -0.066, 0.211], [0.221, -1.373, 0.795], [-0.535, 0.386, 0.484], [0.142, 0.182, -0.165], [0.404, -0.316, 0.218], [0.716, 0.403, 0.258], [-0.328, 0.124, 0.750], [-0.056, -0.617, -0.085], [-0.750, -0.015, 0.499], [-0.254, -0.539, 0.776], [-1.838, -0.099, -0.529], [4.241, -0.258, 1.405], [-2.543, 0.380, -1.040]],
  "homo_energy_ev": [-18.50, -18.50],
  "total_charge": 3,
  "orbital_gap_ev": [6.7, 6.7],
  "lumo_energy_ev": [-11.81, -11.81],
  "largest_force_ha_per_bohr": 0.0870
}